The following is a quantum chemistry calculation of one molecule with the formula C2H7N3, from OMol25.

Atoms and positions in Å:
C -0.17867 2.07620 -0.13073
C -0.06712 -1.40736 0.34694
H -0.36939 2.40619 0.86167
H -1.14605 2.08834 -0.59820
H 0.46864 2.77319 -0.56822
H 0.21387 0.25558 -0.97094
H 0.39009 0.09561 1.75038
H -0.23825 -2.23387 1.13628
H -0.20098 -2.63734 -1.05978
N 0.51179 0.77862 -0.14609
N 0.09311 -0.11696 0.81301
N -0.26821 -1.62747 -0.93099

Kohn-Sham gap ... 9.067 eV
Energy relative to the best compared isomer or geometry (same formula, charge and spin) ... 44.67 kcal per mole
HOMO level ... -8.0 eV
DFT total energy ... -6656.0187 eV
LUMO energy ... 1.045 eV